No. 1
Molecular formula: C7H9N
Method: DFT, ωB97M-V/def2-TZVPD

Its energy above the lowest of the compared OMol25 structures with the same formula, charge and spin is 139.4 kcal per mole. The value obtained for the HOMO energy is -5.6960 eV. As for the lowest unoccupied orbital energy: -1.136 eV.

Atoms and positions in Å:
N 0.179 0.084 1.349
C 0.036 -1.326 1.543
C -0.125 1.659 -0.466
C 0.269 -0.909 -0.732
C 0.039 0.376 0.029
C -0.004 -1.922 0.352
C -0.228 -0.978 -2.108
C -0.117 2.807 0.252
H -0.163 0.692 2.074
H 0.474 -1.069 -2.924
H -1.289 -1.098 -2.283
H -0.803 3.594 -0.010
H 1.363 -0.873 -0.742
H 0.218 -1.666 2.550
H 0.652 2.997 0.985
H -0.329 1.644 -1.553
H -0.227 -2.932 0.038

No. 2
Molecular formula: C7H9N
Method: DFT, ωB97M-V/def2-TZVPD

Its energy above the lowest of the compared OMol25 structures with the same formula, charge and spin is 82.5 kcal per mole. The value obtained for the HOMO energy is -9.5555 eV. As for the SMILES: c1ccncc1.C=C. As for the lowest unoccupied orbital energy: 0.798 eV.

Atoms and positions in Å:
N -0.468 -0.032 -0.704
C 1.537 -1.324 -0.016
C 1.559 -0.083 -1.891
C -2.148 0.445 1.966
C 0.257 0.116 -1.829
C 0.205 -0.949 0.133
C -1.816 1.556 1.363
C 2.285 -0.810 -1.097
H -2.317 1.776 0.385
H -0.426 -1.097 0.972
H -1.115 2.431 1.692
H 2.093 -1.932 0.733
H -0.236 0.682 -2.647
H 3.268 -1.291 -1.131
H 2.119 0.569 -2.742
H -1.815 0.141 3.118
H -2.983 -0.198 1.694

No. 3
Molecular formula: C7H9N
Method: DFT, ωB97M-V/def2-TZVPD

Its energy above the lowest of the compared OMol25 structures with the same formula, charge and spin is 138.7 kcal per mole. The value obtained for the HOMO energy is -6.4733 eV. As for the lowest unoccupied orbital energy: -0.369 eV.

Atoms and positions in Å:
N 1.464 0.261 -1.001
C -1.785 -0.432 0.553
C -0.859 1.272 -0.733
C -0.555 -1.183 1.116
C -1.932 0.932 0.097
C -0.610 -1.005 -0.312
C 0.085 0.233 -0.788
C 2.236 -0.334 0.127
H -0.145 -0.528 1.877
H -2.605 1.722 0.401
H -0.718 2.264 -1.162
H -0.880 -1.801 -1.008
H 3.293 -0.064 0.088
H 1.805 -0.139 1.104
H 2.220 -1.412 -0.038
H -2.683 -1.044 0.645
H 1.670 1.257 -0.967

> Look up the lowest unoccupied orbital energy of the third one.

-0.369 eV